i | Computed, not measured: the molecule C4H5NOS, with ωB97M-V/def2-TZVPD.

Properties
**HOMO**: -8.970 eV
**Kohn-Sham gap**: 8.39 eV

Geometry (Å):
C1 0.07149 2.19999 0.04523
S1 -0.05111 0.75535 -0.72138
O1 0.09880 0.77088 -2.14299
C2 1.13902 -0.39936 0.07631
C3 0.53883 -1.49427 0.52047
C4 -0.93740 -1.48417 0.10949
N1 -1.54827 -0.53054 -0.43841
H1 -0.60847 2.83483 -0.55906
H2 -0.22915 1.90564 1.05029
H3 2.11918 -0.18801 0.34870
H4 1.06243 -2.19900 1.07850
H5 -1.65535 -2.17135 0.63286

Results of the Mulliken charge analysis, in e, for atoms 1 through 6: atom 1 (C): -0.726, atom 2 (S): 0.770, atom 3 (O): -0.598, atom 4 (C): -0.465, atom 5 (C): -0.233, atom 6 (C): -0.071

---

ii | Computed, not measured: a cluster of 2 separate species, C4H5NOS in total, with ωB97M-V/def2-TZVPD.

Properties
**HOMO (spin up / spin down)**: -9.295 / -9.248 eV
**Kohn-Sham gap (spin up / spin down)**: 9.11 / 6.91 eV

Geometry (Å):
C1 -1.11193 0.98255 -0.59694
C2 -0.29087 0.41525 -1.47033
C3 -1.78763 0.06519 0.33023
C4 2.20027 -0.66016 1.16316
N1 -1.26983 -1.23502 0.18148
O1 -2.61528 0.39426 1.17407
S1 -0.23392 -1.33537 -1.05981
H1 -1.32231 2.05858 -0.59462
H2 0.11200 0.68879 -2.40065
H3 1.86949 -1.44875 0.66710
H4 1.43625 0.04787 1.73812
H5 3.01374 0.02681 0.86819

Results of the Mulliken charge analysis, in e, for atoms 1 through 6: atom 1 (C): -0.369, atom 2 (C): -0.137, atom 3 (C): 0.348, atom 4 (C): -0.828, atom 5 (N): -0.277, atom 6 (O): -0.504

---

ii (63.7 kJ/mol below the next structure)

---

i | Computed, not measured: a structure of composition C13H18Si, with ωB97M-V/def2-TZVPD.

Properties
**HOMO (spin up / spin down)**: -8.642 / -5.819 eV
**Kohn-Sham gap (spin up / spin down)**: 8.51 / 5.24 eV

Geometry (Å):
C1 0.56737 2.98962 0.51830
C2 1.97001 -2.64599 0.53254
C3 -2.50980 -0.80684 -1.47407
C4 0.84997 1.65943 0.23446
C5 1.77409 -1.28753 0.21974
C6 -1.60584 -0.54755 -0.54260
C7 0.14395 3.33822 -0.85789
C8 1.92218 -3.19682 -0.85247
C9 -3.68908 -0.39099 -0.61298
C10 0.30774 1.79449 -1.13933
C11 1.66717 -1.69900 -1.26228
C12 -2.58713 -0.13039 0.43581
C13 1.37709 0.49275 3.07364
Si1 1.39433 0.23248 1.18103
H1 0.78273 3.54864 1.45466
H2 2.08879 -3.09378 1.53913
H3 -2.37278 -1.15425 -2.48326
H4 -0.81578 3.67659 -1.12461
H5 0.96693 3.96955 -1.36249
H6 2.78750 -3.74627 -1.33131
H7 1.00252 -3.87042 -0.87505
H8 -4.20602 0.45570 -0.75194
H9 -4.46768 -1.15240 -0.35716
H10 0.84142 1.36029 -1.92556
H11 -0.63595 1.23551 -1.17064
H12 0.77471 -1.38635 -1.74119
H13 2.63547 -1.37713 -1.72249
H14 -2.69323 -0.85133 1.21082
H15 -2.46035 0.88941 0.82232
H16 0.56392 -0.16315 3.55158
H17 2.44032 0.26826 3.44035
H18 1.18545 1.58926 3.37295

Results of the Mulliken charge analysis, in e, for atoms 1 through 6: atom 1 (C): -0.504, atom 2 (C): -0.365, atom 3 (C): -0.464, atom 4 (C): 0.340, atom 5 (C): 0.096, atom 6 (C): -0.096

---

ii | Computed, not measured: the molecule C13H18Si, with ωB97M-V/def2-TZVPD.

Properties
**HOMO**: -7.644 eV
**Kohn-Sham gap**: 8.49 eV

Geometry (Å):
C1 1.50347 -2.59810 0.09700
C2 1.16751 -1.13924 0.35656
C3 2.11014 -0.14308 0.46205
C4 3.54053 -0.09881 0.71888
C5 1.19856 1.40735 0.51734
Si1 1.72368 2.61674 -0.84375
C6 -0.14871 0.80360 0.42815
C7 -1.31327 1.57503 0.28721
C8 -2.60431 0.91949 0.12207
C9 -3.82761 1.67479 -0.08866
C10 -2.52781 -0.47678 -0.05954
C11 -1.40846 -1.25066 -0.06866
C12 -1.53046 -2.72174 -0.41601
C13 -0.20282 -0.57762 0.19813
H1 1.06851 -2.88504 -0.79757
H2 1.12467 -3.09994 0.99512
H3 2.66944 -2.55613 -0.00229
H4 3.76607 0.50088 1.64314
H5 4.00354 0.63839 0.00912
H6 4.19408 -0.96338 0.60933
H7 1.47760 1.64875 1.50293
H8 3.00533 3.33524 -0.42632
H9 0.63050 3.42732 -1.25317
H10 2.21133 2.04412 -2.12051
H11 -1.21679 2.65237 0.13861
H12 -3.62527 2.44473 -0.73205
H13 -4.66527 1.17205 -0.54936
H14 -4.11059 2.08668 0.90239
H15 -3.47057 -1.02434 -0.04962
H16 -1.06465 -2.95322 -1.43441
H17 -1.06045 -3.52998 0.31032
H18 -2.61795 -2.92947 -0.45646

Results of the Mulliken charge analysis, in e, for atoms 1 through 6: atom 1 (C): -1.396, atom 2 (C): 0.639, atom 3 (C): -0.184, atom 4 (C): -1.358, atom 5 (C): -0.043, atom 6 (Si): 0.535

---

ii (720.6 kJ/mol below the next structure)

---

i | Computed, not measured: a structure of composition C12H11N4O3S2W, with ωB97M-V/def2-TZVPD.

Properties
**HOMO**: -18.645 eV
**Kohn-Sham gap**: 5.85 eV
**Total charge**: +3

Geometry (Å):
W1 -1.14721 0.40089 -0.29954
O1 -0.31768 4.28078 -0.03313
C1 -0.09709 3.28528 -0.59661
O2 -0.99003 2.13954 -0.42860
C2 0.97207 2.94995 -1.56109
C3 1.55248 4.04068 -2.20534
C4 2.52563 3.84679 -3.17900
C5 2.92396 2.56559 -3.51741
C6 2.39438 1.46363 -2.84971
C7 1.42599 1.65962 -1.88066
S1 1.04121 0.16737 -0.91584
H1 1.21422 5.03665 -1.94925
H2 2.96497 4.70360 -3.67215
H3 3.66390 2.40533 -4.29052
H4 2.76775 0.47052 -3.06668
C8 -0.56658 -3.78547 3.83507
N1 -0.80427 -2.70666 2.87660
C9 -1.37617 -1.43638 3.29906
C10 -1.37909 -0.71550 2.00590
O3 -1.73131 0.46961 1.68166
N2 -0.88739 -1.46020 1.02418
C11 -0.50891 -2.68291 1.58828
N3 0.05409 -3.63549 0.88963
H5 -1.45938 -3.93576 4.44053
H6 0.26359 -3.53509 4.49590
H7 -0.35124 -4.72108 3.32626
H8 -0.76564 -0.92630 4.05460
H9 -2.37845 -1.54055 3.73052
H10 0.18086 -3.55490 -0.10698
H11 0.35672 -4.49771 1.31937
S2 -4.10386 -0.34467 -3.75620
C12 -3.12460 -0.24106 -2.60472
N4 -2.31290 -0.16610 -1.65412

Results of the Mulliken charge analysis, in e, for atoms 1 through 6: atom 1 (W): 1.591, atom 2 (O): -0.306, atom 3 (C): 0.546, atom 4 (O): -0.462, atom 5 (C): 0.626, atom 6 (C): -0.672

---

ii | Computed, not measured: a structure of composition C12H11N4O3S2W, with ωB97M-V/def2-TZVPD.

Properties
**HOMO**: -18.589 eV
**Kohn-Sham gap**: 5.66 eV
**Total charge**: +3

Geometry (Å):
W1 -0.26324 -0.85794 -0.39022
O1 -0.91954 -0.45971 -2.25021
C1 -2.09387 -0.31525 -1.69290
O2 -1.96847 0.25557 -0.55129
C2 -3.23604 -1.19547 -1.93298
C3 -4.34296 -1.01833 -2.73518
C4 -5.36254 -1.96683 -2.65913
C5 -5.27229 -3.04909 -1.79518
C6 -4.15507 -3.23324 -0.98704
C7 -3.12761 -2.30252 -1.05804
S1 -1.64938 -2.63929 -0.12298
H1 -4.43262 -0.15665 -3.38239
H2 -6.24337 -1.84560 -3.27537
H3 -6.07946 -3.76799 -1.74963
H4 -4.08319 -4.09346 -0.33337
C8 4.43786 -2.92478 -2.98700
N1 3.30078 -2.50408 -2.15118
C9 3.02678 -3.10925 -0.84345
C10 1.80313 -2.34970 -0.47279
O3 0.99484 -2.37729 0.49112
N2 1.48047 -1.45666 -1.41973
C11 2.39351 -1.59925 -2.46901
N3 2.31231 -0.91077 -3.57918
H5 5.24508 -3.23877 -2.32995
H6 4.79513 -2.07911 -3.57130
H7 4.14544 -3.74818 -3.63671
H8 3.84379 -2.94534 -0.13371
H9 2.82904 -4.18357 -0.91553
H10 1.58641 -0.22297 -3.71398
H11 2.96184 -1.05411 -4.34095
S2 0.72609 1.85797 3.14475
C12 0.47412 0.93763 1.98251
N4 0.25853 0.16711 1.01130

Results of the Mulliken charge analysis, in e, for atoms 1 through 6: atom 1 (W): 1.544, atom 2 (O): -0.418, atom 3 (C): 0.739, atom 4 (O): -0.352, atom 5 (C): 0.691, atom 6 (C): -0.660

---

i (31.7 kJ/mol below the next structure)

---

i | Computed, not measured: the ion C6H12N with charge +1, with ωB97M-V/def2-TZVPD.

Properties
**HOMO**: -13.445 eV
**Kohn-Sham gap**: 10.04 eV
**Total charge**: +1

Geometry (Å):
C1 -1.12721 -0.45410 2.06831
N1 -0.29341 -0.68056 0.92751
C2 -0.01391 0.50301 0.09918
C3 -1.14851 0.95857 -0.88012
C4 -0.17468 0.66344 -1.97761
C5 0.80799 0.28683 -1.15745
C6 2.14009 -0.10411 -1.50130
H1 -0.73611 0.35471 2.72830
H2 -2.08020 -0.10091 1.79810
H3 -1.44910 -1.31542 2.72324
H4 -0.78168 -1.39523 0.15453
H5 0.62608 -1.05078 1.12684
H6 0.51151 1.20421 0.81165
H7 -1.36200 2.00863 -0.76266
H8 -2.19132 0.45040 -0.85826
H9 -0.25925 0.89901 -3.04634
H10 1.95372 -1.01058 -2.25831
H11 2.83130 -0.62812 -0.74711
H12 2.72015 0.58751 -2.06579

Results of the Mulliken charge analysis, in e, for atoms 1 through 6: atom 1 (C): -0.824, atom 2 (N): -0.181, atom 3 (C): -0.034, atom 4 (C): -0.835, atom 5 (C): -0.356, atom 6 (C): 0.162

---

ii | Computed, not measured: a cluster of 2 separate species, C6H12N in total, with ωB97M-V/def2-TZVPD.

Properties
**HOMO**: -11.897 eV
**Kohn-Sham gap**: 4.94 eV
**Total charge**: +1

Geometry (Å):
C1 -3.84547 -0.23030 2.13211
C2 2.33918 1.72170 -0.27325
C3 1.56169 0.49997 -0.37989
C4 0.17568 0.42769 0.20036
C5 1.27180 -1.50616 -1.80469
C6 2.12293 -0.67475 -0.87878
N1 -2.81447 0.23516 1.16658
H1 -4.37013 0.76915 2.31972
H2 -3.81677 -0.07938 0.67125
H3 1.86063 2.61130 0.04018
H4 3.38318 1.67125 -0.31161
H5 -0.17935 1.35724 0.70814
H6 0.02654 -0.38534 0.99376
H7 1.63376 -2.55107 -1.80461
H8 1.41516 -1.08171 -2.84516
H9 3.21885 -0.73093 -1.01844
H10 -3.47693 -0.64069 3.12558
H11 0.12741 -1.56111 -1.54006
H12 -0.63369 0.14799 -0.50120

Results of the Mulliken charge analysis, in e, for atoms 1 through 6: atom 1 (C): -0.489, atom 2 (C): -0.775, atom 3 (C): 0.966, atom 4 (C): -1.303, atom 5 (C): -0.896, atom 6 (C): -0.023

---

iii | Computed, not measured: the ion C6H12N with charge +1, with ωB97M-V/def2-TZVPD.

Properties
**HOMO**: -13.911 eV
**Kohn-Sham gap**: 7.91 eV
**Total charge**: +1

Geometry (Å):
C1 3.09784 -1.54406 0.48891
C2 1.21936 0.13442 0.52539
C3 -0.24814 -0.03428 0.08543
C4 -0.73665 -1.16377 -0.51623
C5 -2.34839 1.27072 -0.49156
C6 -0.99155 1.21808 0.22748
N1 2.42113 -0.72118 1.17026
H1 3.94817 -1.91664 0.94923
H2 3.18623 -1.71974 -0.68102
H3 1.69340 0.65775 -0.25081
H4 1.01977 1.04863 1.20360
H5 -1.73989 -1.56807 -0.18650
H6 0.00901 -1.93577 -0.60225
H7 -1.09901 -0.90182 -1.56831
H8 -3.13154 1.49120 0.15372
H9 -2.41854 0.28326 -0.82587
H10 -2.37432 2.03422 -1.26070
H11 -1.25079 1.24087 1.33491
H12 -0.25611 2.12616 0.24433

Results of the Mulliken charge analysis, in e, for atoms 1 through 6: atom 1 (C): -0.164, atom 2 (C): -1.018, atom 3 (C): 1.261, atom 4 (C): -1.664, atom 5 (C): -1.145, atom 6 (C): -0.441

---

iv | Computed, not measured: the ion C6H12N with charge +1, with ωB97M-V/def2-TZVPD.

Properties
**HOMO**: -15.687 eV
**Kohn-Sham gap**: 13.04 eV
**Total charge**: +1

Geometry (Å):
C1 -1.88234 0.84690 -0.36617
C2 -0.91687 0.07631 0.52773
C3 -0.79835 -1.42782 0.49525
C4 0.65344 -1.31507 0.15106
C5 0.91972 -0.56663 -1.19656
N1 0.68700 0.15807 0.01978
C6 1.68695 1.14906 0.53900
H1 -2.03735 0.22608 -1.27190
H2 -1.31099 1.80222 -0.67831
H3 -2.80905 1.14667 0.06052
H4 -0.85460 0.64069 1.52106
H5 -1.38714 -1.88522 -0.23757
H6 -1.14257 -1.90989 1.52452
H7 1.37769 -1.96055 0.73112
H8 1.91392 -0.62534 -1.70271
H9 0.07330 -0.45327 -1.89494
H10 1.46572 1.62826 1.52525
H11 2.62082 0.70556 0.65595
H12 1.74072 1.76397 -0.40309

Results of the Mulliken charge analysis, in e, for atoms 1 through 6: atom 1 (C): -1.191, atom 2 (C): 0.154, atom 3 (C): -0.620, atom 4 (C): -0.159, atom 5 (C): -0.406, atom 6 (N): 0.271

---

i (22.3 kJ/mol below the next structure)

---

i | Computed, not measured: the molecule C3H5N3O3, with ωB97M-V/def2-TZVPD.

Properties
**HOMO**: -9.360 eV
**Kohn-Sham gap**: 9.87 eV

Geometry (Å):
N1 -0.58930 1.15660 1.53861
N2 -0.21673 -0.15881 1.83323
C1 0.44083 -0.91578 0.99716
N3 1.05270 -0.59767 -0.37377
C2 1.70058 0.52632 -0.70150
O1 1.68889 1.07544 -1.77072
O2 0.19651 -1.15509 -1.43248
C3 -1.10087 -0.67814 -1.50181
O3 -1.73226 0.05257 -0.64528
H1 -1.09827 1.33691 0.61345
H2 -1.27245 1.52408 2.30164
H3 0.31036 -2.08836 1.40101
H4 2.22050 1.02557 0.10154
H5 -1.60048 -1.10364 -2.36109

Results of the Mulliken charge analysis, in e, for atoms 1 through 6: atom 1 (N): -0.456, atom 2 (N): -0.209, atom 3 (C): -0.171, atom 4 (N): 0.100, atom 5 (C): 0.106, atom 6 (O): -0.503

---

ii | Computed, not measured: the molecule C3H5N3O3, with ωB97M-V/def2-TZVPD.

Properties
**HOMO**: -9.473 eV
**Kohn-Sham gap**: 9.78 eV

Geometry (Å):
N1 -0.50910 -0.66661 -1.51900
C1 -0.27690 -0.80953 0.08461
O1 0.38034 -1.85297 0.34699
O2 -1.73287 -0.85168 0.45150
C2 0.31887 0.51344 0.50778
C3 1.51325 0.75830 1.11090
O3 1.62562 2.07099 1.26182
N2 0.46709 2.65184 0.77682
N3 -0.27366 1.73701 0.33835
H1 -1.40498 -1.29117 -1.60189
H2 0.35764 -0.84717 -2.02405
H3 -0.87127 0.23002 -1.84503
H4 -1.92159 -1.77523 0.65274
H5 2.32758 0.13277 1.45846

Results of the Mulliken charge analysis, in e, for atoms 1 through 6: atom 1 (N): -0.470, atom 2 (C): 0.738, atom 3 (O): -0.778, atom 4 (O): -0.627, atom 5 (C): -0.293, atom 6 (C): 0.237

---

ii (174.3 kJ/mol below the next structure)

---

i | Computed, not measured: a cluster of 2 separate species, C10H16O in total, with ωB97M-V/def2-TZVPD.

Properties
**HOMO**: -8.417 eV
**Kohn-Sham gap**: 9.29 eV

Geometry (Å):
C1 -0.54041 4.14382 -0.59379
C2 -0.61759 2.80799 0.09000
C3 -0.50572 1.60917 -0.59736
C4 -0.55189 0.37155 0.03058
C5 -0.73025 0.32924 1.39782
O1 -0.69191 -0.88627 2.03403
C6 -0.91254 1.50829 2.11922
C7 -0.85525 2.71728 1.45840
H1 0.49971 4.39690 -0.80450
H2 -0.97618 4.93537 0.01977
H3 -1.09799 4.16328 -1.52641
H4 -0.48576 1.62591 -1.68553
H5 -0.49869 -0.53495 -0.56602
H6 -0.86022 -0.73897 2.96845
H7 -1.16670 1.45119 3.16751
H8 -1.02000 3.62349 2.02856
C8 0.91190 -2.50704 -2.09027
C9 0.48162 -3.21257 -0.80906
C10 1.43155 -2.92690 0.34782
H9 1.90489 -2.82302 -2.41885
H10 0.95904 -1.42154 -1.95079
H11 0.22523 -2.71415 -2.90405
H12 -0.58443 -3.08085 -0.58901
H13 0.56943 -4.29225 -0.99507
H14 2.43651 -3.17850 0.00970
H15 1.47625 -1.86573 0.61800
H16 1.19941 -3.50075 1.24085

Results of the Mulliken charge analysis, in e, for atoms 1 through 6: atom 1 (C): -1.371, atom 2 (C): 0.473, atom 3 (C): -0.305, atom 4 (C): -0.320, atom 5 (C): 0.797, atom 6 (O): -0.488

---

ii | Computed, not measured: a cluster of 2 separate species, C10H16O in total, with ωB97M-V/def2-TZVPD.

Properties
**HOMO**: -8.326 eV
**Kohn-Sham gap**: 9.20 eV

Geometry (Å):
C1 -0.45357 -2.31404 1.45814
C2 0.42200 -1.11776 1.22270
C3 1.77205 -1.29268 0.96778
C4 2.64229 -0.19027 0.92885
C5 2.09617 1.06741 1.07066
O1 2.84250 2.21477 1.09299
C6 0.71761 1.27022 1.16196
C7 -0.11569 0.16568 1.16654
H1 -1.50114 -2.11396 1.24107
H2 -0.41179 -2.66816 2.49534
H3 -0.15327 -3.19591 0.88894
H4 2.19285 -2.28472 0.86151
H5 3.60417 -0.34031 0.45218
H6 3.77247 2.05606 0.91838
H7 0.38867 2.26567 1.43730
H8 -1.18466 0.26687 1.24396
C8 -0.38310 0.26292 -2.24111
C9 -1.79417 0.04957 -1.68308
C10 -2.42832 1.28027 -1.08906
H9 0.41404 -0.35855 -1.82507
H10 -0.34129 0.01978 -3.31278
H11 -0.11283 1.32275 -2.21543
H12 -2.39126 -0.44893 -2.44310
H13 -1.81457 -0.83435 -1.02280
H14 -2.29078 2.10558 -1.78407
H15 -3.49424 1.25085 -0.85686
H16 -1.99414 1.56126 -0.13496

Results of the Mulliken charge analysis, in e, for atoms 1 through 6: atom 1 (C): -1.557, atom 2 (C): 0.451, atom 3 (C): -0.629, atom 4 (C): -0.597, atom 5 (C): 0.958, atom 6 (O): -0.528

---

i (56.0 kJ/mol below the next structure)